1.
Molecular formula: C3H4N4
Method: DFT, ωB97M-V/def2-TZVPD

Geometry (Å):
N: -1.129832 0.225833 1.633928
C: -0.329772 -0.153000 0.594769
C: -0.599072 -1.269412 -0.225886
N: -0.021473 -1.336290 -1.403505
C: 0.722074 -0.233421 -1.758681
N: 1.291506 0.576399 -0.918624
N: 0.843763 0.454786 0.368035
H: -2.036446 -0.228299 1.601580
H: -1.158331 1.211647 1.847954
H: 0.949674 -0.080039 -2.808755
H: 1.467910 0.831797 1.069185

Forces on the atoms, in the same order (eV/Å):
-0.002 -0.033 -0.190
0.169 0.122 0.009
-0.030 0.023 -0.203
-0.132 0.202 0.192
0.150 0.088 0.010
-0.112 -0.294 -0.163
-0.132 -0.105 0.100
0.151 -0.034 0.108
0.065 -0.072 0.039
0.074 -0.040 0.136
-0.201 0.143 -0.038

- relative energy (zero: lowest compared OMol25 entry of this formula, charge and spin) (kJ/mol) = 380.7
- total charge = 0
- gap between HOMO and LUMO (spin up / spin down) (eV) = 7.824 / 7.822
- E_HOMO (spin up / spin down) (eV) = -7.696 / -7.694
- molar mass (Da) = 96.09
- spin multiplicity = 1

2.
Molecular formula: C4H4FN
Method: DFT, ωB97M-V/def2-TZVPD

Geometry (Å):
C: 0.035907 1.539585 0.024744
C: -0.094227 0.277284 0.084791
C: -1.483281 -0.189102 -0.063818
N: -2.544402 -0.570634 -0.062568
C: 0.959943 -0.777516 0.174275
F: 2.145350 -0.281903 -0.200854
H: 1.025178 1.917742 0.212046
H: -0.759488 2.301316 -0.055758
H: 1.048862 -1.152039 1.222121
H: 0.678060 -1.636961 -0.452696

Forces on the atoms, in the same order (eV/Å):
1.129 4.422 0.584
-2.848 -3.451 -0.707
3.366 0.460 0.538
-2.701 -0.913 -0.197
-1.111 -1.029 1.149
1.410 0.507 -0.441
0.349 0.408 -0.293
0.371 -0.888 -0.072
-0.119 0.219 -0.593
0.155 0.264 0.032

- relative energy (zero: lowest compared OMol25 entry of this formula, charge and spin) (kJ/mol) = 90.2
- total charge = 0
- gap between HOMO and LUMO (eV) = 11.512
- E_HOMO (eV) = -10.839
- molar mass (Da) = 85.08
- spin multiplicity = 1

3.
Molecular formula: C18H28NO17S2
Method: DFT, ωB97M-V/def2-TZVPD

Geometry (Å):
C: -0.667365 -4.068631 4.729878
C: 0.263855 -3.138357 4.700631
S: 1.715905 -3.279134 3.712436
O: 1.761578 -4.619536 3.184060
O: 2.819659 -2.835748 4.526120
N: 1.484088 -2.159186 2.602026
S: 0.551099 -2.434313 1.348762
O: -0.655790 -3.165221 1.617247
O: 1.279093 -2.843408 0.174645
O: 0.143667 -0.914920 1.023393
H: -0.460273 -5.063706 4.357278
H: -1.656953 -3.828076 5.101885
H: 0.202795 -2.211226 5.259183
H: 0.194212 -0.405624 1.846941
C: 0.330711 3.569656 -1.384897
C: -0.004776 3.596429 0.084885
C: 1.149353 3.246394 1.003410
O: 0.475380 2.636558 2.118683
C: -0.654211 2.077896 1.641570
O: -1.292168 1.236639 2.197541
O: -0.946011 2.554055 0.412374
H: -0.493573 3.955393 -1.983850
H: 1.215250 4.179309 -1.575348
H: 0.527612 2.544197 -1.701265
H: -0.453275 4.553354 0.364893
H: 1.724857 4.107648 1.327864
H: 1.819563 2.506998 0.576255
C: 4.257552 -0.912848 -0.389573
C: 3.952444 0.406109 -1.049555
C: 5.062120 0.981880 -1.908567
O: 4.865572 2.401202 -1.776580
C: 4.264053 2.617388 -0.587084
O: 4.154113 3.678071 -0.049945
O: 3.807848 1.459995 -0.069985
H: 3.378314 -1.326566 0.099109
H: 4.603555 -1.631014 -1.134518
H: 5.031749 -0.781254 0.367951
H: 3.015555 0.351926 -1.611649
H: 5.003708 0.698047 -2.955471
H: 6.048798 0.732337 -1.511765
C: -0.817246 -4.972697 -2.180575
C: 0.101359 -4.081938 -2.973851
C: -0.589836 -3.101191 -3.897289
O: 0.357467 -2.951614 -4.962799
C: 1.082840 -4.096677 -5.025726
O: 1.793199 -4.388915 -5.936190
O: 0.882943 -4.845620 -3.927411
H: -0.259512 -5.541107 -1.438982
H: -1.557600 -4.369642 -1.654782
H: -1.323472 -5.676771 -2.844106
H: 0.795416 -3.568057 -2.304513
H: -0.790618 -2.138079 -3.436223
H: -1.514610 -3.513125 -4.311631
C: -4.780574 2.287992 1.971504
C: -5.312922 3.510168 1.271412
C: -5.764627 3.276678 -0.157056
O: -5.499546 4.540140 -0.778462
C: -4.484209 5.126471 -0.096639
O: -3.871368 6.070906 -0.479069
O: -4.270962 4.488300 1.072228
H: -4.593261 2.489639 3.025139
H: -5.488080 1.461214 1.899636
H: -3.831474 1.987778 1.524908
H: -6.103962 3.991506 1.853357
H: -6.818835 3.030850 -0.252342
H: -5.160171 2.511080 -0.649502

Forces on the atoms, in the same order (eV/Å):
-0.156 -0.112 0.033
0.218 0.125 0.282
0.287 -0.055 0.231
-0.052 -0.083 -0.049
0.031 0.038 0.060
-0.117 -0.120 -0.088
0.238 0.120 -0.043
-0.108 -0.030 0.075
0.065 -0.036 -0.270
0.139 0.096 -0.093
-0.213 0.156 -0.477
0.127 -0.261 0.437
-0.197 0.218 -0.431
-0.221 -0.151 0.017
-0.131 -0.102 -0.072
0.178 0.027 -0.101
-0.063 0.173 0.081
-0.074 -0.031 -0.047
0.055 -0.255 -0.170
-0.114 0.315 0.200
-0.109 0.117 0.067
0.005 0.017 0.012
-0.001 0.012 0.013
0.091 0.009 0.041
-0.032 -0.028 0.044
-0.028 -0.041 0.145
0.037 -0.051 -0.109
-0.021 0.077 0.233
0.061 -0.163 -0.083
-0.011 -0.004 -0.021
0.093 0.001 -0.009
-0.017 -0.130 0.269
-0.022 -0.012 -0.276
-0.068 0.100 0.009
-0.080 -0.053 -0.014
-0.030 -0.001 -0.022
0.074 0.002 -0.084
0.008 0.036 0.009
-0.051 0.096 -0.022
0.000 -0.033 0.012
0.089 -0.229 -0.088
-0.042 0.081 0.235
-0.032 0.030 0.053
-0.074 -0.048 -0.054
0.042 -0.001 0.041
0.029 0.022 0.004
0.007 0.017 -0.031
0.000 0.055 0.038
0.045 0.023 0.051
-0.076 0.080 -0.027
0.005 0.010 -0.017
0.097 0.037 -0.038
-0.016 -0.015 0.033
0.309 0.100 0.095
-0.047 -0.189 -0.020
-0.001 -0.003 -0.012
0.054 -0.053 -0.045
0.010 0.018 0.030
-0.023 0.014 0.004
-0.030 0.050 0.031
-0.021 -0.007 0.002
-0.036 0.027 -0.020
-0.052 -0.102 -0.035
-0.012 0.030 -0.035
-0.020 0.101 -0.023
0.003 -0.029 0.038

- total charge = -1
- gap between HOMO and LUMO (eV) = 8.441
- E_HOMO (eV) = -6.304
- molar mass (Da) = 594.55
- spin multiplicity = 1

4.
Molecular formula: C5H7NO
Method: DFT, ωB97M-V/def2-TZVPD

Geometry (Å):
O: -1.428828 1.000383 1.875451
C: -0.787285 0.927804 0.880459
C: -1.243866 -0.214046 -0.984899
N: 0.072304 -0.580628 -0.832842
C: 0.972419 0.611523 -0.690643
C: 0.756940 0.445073 0.798251
C: 0.378225 -1.007214 0.568540
H: -1.361278 0.306328 -1.946754
H: -1.964808 -1.044413 -0.811626
H: 0.602300 1.592396 -1.049398
H: 1.915065 0.318774 -1.149313
H: 1.449858 0.755841 1.583246
H: 1.091958 -1.825670 0.525736
H: -0.453003 -1.286152 1.233798

Forces on the atoms, in the same order (eV/Å):
0.545 0.596 -0.701
-0.794 -1.303 0.119
0.276 0.756 0.720
0.000 -0.617 -0.506
0.197 -0.194 -0.403
-0.378 0.124 0.076
0.118 -0.477 0.147
-0.471 0.218 0.723
0.374 0.936 0.187
0.060 -0.688 -0.309
0.244 0.429 0.323
-0.557 0.305 -0.099
0.417 0.267 0.316
-0.031 -0.352 -0.594

- relative energy (zero: lowest compared OMol25 entry of this formula, charge and spin) (kJ/mol) = 442.6
- total charge = 0
- gap between HOMO and LUMO (spin up / spin down) (eV) = 7.914 / 7.912
- E_HOMO (spin up / spin down) (eV) = -7.340 / -7.339
- molar mass (Da) = 97.12
- spin multiplicity = 1